No. 1
17
Properties=species:S:1:pos:R:3:nbo_charge:R:1 method="wB97M-V/def2-TZVPD" e_above_lowest_kcal_mol=49.3 homo_lumo_gap_ev=10.50 fmax_ev_per_a=3.5 charge=0 homo_ev=-9.44 e_lumo_ev=1.07
H -1.896 -2.368 1.530 0.34
N -2.285 -1.643 0.920 -0.63
C -1.426 -0.989 0.260 0.16
C 0.138 -1.117 0.379 -0.50
C 0.814 0.174 0.019 -0.18
C 1.160 0.350 -1.445 -0.64
C -0.207 1.526 0.506 -0.66
H -1.594 0.056 -0.280 0.18
H 0.340 -1.412 1.412 0.22
H 0.409 -1.928 -0.303 0.22
H 1.715 0.305 0.625 0.21
H 0.748 1.243 -1.927 0.22
H 2.240 0.474 -1.583 0.22
H 0.842 -0.442 -2.130 0.21
H -1.276 1.633 0.700 0.22
H 0.032 2.366 -0.152 0.21
H 0.246 1.772 1.471 0.21


No. 2
17
Properties=species:S:1:pos:R:3:nbo_charge:R:1 method="wB97M-V/def2-TZVPD" e_above_lowest_kcal_mol=87.9 homo_lumo_gap_ev="7.96 / 7.97" smiles="CC(C)C1=[PH]=CN=N1" fmax_ev_per_a=6.8 charge=0 homo_ev="-8.74 / -8.74" e_lumo_ev="-0.78 / -0.77"
C 1.304 1.508 0.536 -0.59
C 0.281 0.829 -0.430 -0.33
C 0.805 0.516 -1.755 -0.63
C -0.303 -0.396 0.222 0.01
P -0.797 -0.752 1.910 0.40
C -1.638 -2.360 1.194 -0.19
N -1.621 -2.383 -0.078 -0.21
N -0.915 -1.544 -0.764 -0.28
H 1.121 2.495 0.365 0.21
H 2.316 1.258 0.352 0.21
H 1.021 1.174 1.542 0.21
H -0.598 1.547 -0.374 0.23
H -0.058 0.101 -2.424 0.25
H 1.475 -0.371 -1.677 0.22
H 1.515 1.285 -2.125 0.22
H -1.865 0.132 1.641 0.06
H -2.045 -3.039 1.866 0.20


No. 3
30
Properties=species:S:1:pos:R:3:nbo_charge:R:1 method="wB97M-V/def2-TZVPD" e_above_lowest_kcal_mol=152.3 homo_lumo_gap_ev=9.07 smiles=O.O.O.O.O.O.O.O.O.O fmax_ev_per_a=4.6 charge=0 homo_ev=-9.75 e_lumo_ev=-0.68
O 0.585 -0.645 -0.274 -0.96
H 0.225 0.171 -0.082 0.48
H 1.518 -0.614 -0.601 0.50
O 3.356 -2.591 -2.123 -0.93
H 2.939 -1.916 -2.643 0.47
H 3.445 -2.343 -1.221 0.47
O -3.847 0.333 -1.751 -0.94
H -3.549 -0.517 -1.375 0.48
H -3.153 0.874 -2.040 0.46
O 4.738 1.413 0.976 -0.94
H 3.912 0.829 1.106 0.46
H 5.345 1.163 1.626 0.47
O 0.946 4.085 -1.555 -0.92
H 1.725 3.798 -1.214 0.45
H 1.097 5.016 -1.456 0.47
O -4.029 -0.380 0.501 -0.93
H -3.800 -1.196 1.029 0.46
H -4.450 0.076 1.174 0.47
O -1.343 -1.193 0.983 -0.93
H -0.404 -0.980 0.956 0.45
H -1.508 -1.560 0.117 0.46
O -0.090 1.006 3.007 -0.89
H 0.135 0.224 2.438 0.45
H 0.418 1.568 2.473 0.45
O -2.009 0.854 -0.321 -0.91
H -2.206 1.736 -0.307 0.47
H -1.238 0.665 -0.909 0.45
O 0.725 -3.353 0.262 -0.96
H 0.219 -4.016 0.721 0.47
H 0.298 -2.503 0.500 0.47


No. 4
13
Properties=species:S:1:pos:R:3:nbo_charge:R:1 method="wB97M-V/def2-TZVPD" e_above_lowest_kcal_mol=31.8 homo_lumo_gap_ev=8.90 smiles="NN/C(=N/S)NO" fmax_ev_per_a=3.7 charge=0 homo_ev=-8.37 e_lumo_ev=0.52
N -1.977 0.733 0.507 -0.67
N -1.022 0.613 -0.530 -0.46
C 0.288 0.275 -0.208 0.49
N 1.238 0.960 -0.731 -0.64
S 2.769 0.208 -0.370 0.06
N 0.400 -0.752 0.668 -0.34
O -0.658 -1.686 0.668 -0.55
H -1.528 1.010 1.390 0.35
H -2.529 -0.242 0.571 0.37
H -1.003 1.478 -1.045 0.38
H 3.303 0.760 -1.507 0.14
H 1.337 -1.117 0.822 0.39
H -0.619 -2.240 -0.235 0.47


No. 5
39
Properties=species:S:1:pos:R:3:nbo_charge:R:1 method="wB97M-V/def2-TZVPD" e_above_lowest_kcal_mol=38.6 homo_lumo_gap_ev=10.34 fmax_ev_per_a=2.8 charge=0 homo_ev=-10.47 e_lumo_ev=-0.13
O 1.470 1.648 -1.808 -0.98
H 1.778 2.309 -1.193 0.50
H 2.177 1.538 -2.457 0.49
O -0.154 2.435 0.951 -0.99
H -0.102 1.666 0.348 0.50
H -0.138 3.219 0.379 0.48
O 2.623 2.165 0.735 -0.97
H 1.722 2.066 1.026 0.49
H 2.822 3.059 0.916 0.47
O -0.077 -2.852 0.366 -0.99
H -0.100 -3.828 0.277 0.49
H -0.818 -2.527 -0.178 0.50
O -2.523 -1.827 -0.386 -0.99
H -2.806 -1.179 0.275 0.51
H -2.295 -1.360 -1.212 0.48
O -2.752 0.320 1.351 -0.98
H -1.836 0.341 1.597 0.50
H -3.101 1.179 1.546 0.49
O 2.615 -1.259 -1.564 -0.94
H 1.973 -1.263 -2.219 0.48
H 3.395 -1.693 -1.943 0.49
O 2.812 -1.187 1.055 -0.98
H 3.250 -0.386 1.326 0.46
H 2.723 -1.076 0.064 0.49
O -0.741 1.593 -3.573 -0.95
H -0.447 2.259 -4.173 0.46
H -0.006 1.449 -2.956 0.48
O -0.096 -0.339 2.494 -0.98
H 0.257 0.466 2.891 0.48
H 0.403 -1.074 2.961 0.51
O -2.745 1.727 -1.442 -0.93
H -3.437 1.052 -1.520 0.46
H -2.127 1.236 -0.950 0.47
O -1.030 -3.313 2.816 -0.97
H -0.690 -2.798 2.089 0.49
H -1.965 -3.162 2.856 0.47
O -0.363 -0.025 -0.343 -0.98
H -0.154 -0.632 0.354 0.51
H 0.483 0.050 -0.751 0.49


No. 6
18
Properties=species:S:1:pos:R:3:nbo_charge:R:1 method="wB97M-V/def2-TZVPD" e_above_lowest_kcal_mol=42.6 homo_lumo_gap_ev=12.01 smiles="CC[NH2+]CC(N)=O" fmax_ev_per_a=3.5 charge=+1 homo_ev=-15.09 e_lumo_ev=-3.08
C -2.120 1.226 -0.697 -0.67
C -0.643 1.301 -1.052 -0.22
N 0.061 -0.015 -0.687 -0.54
C 0.313 -0.357 0.734 -0.33
C 1.600 -1.208 0.576 0.66
N 1.765 -1.985 1.689 -0.79
O 2.174 -1.331 -0.511 -0.58
H -2.415 1.685 0.321 0.24
H -2.709 1.982 -1.182 0.26
H -2.494 0.247 -0.834 0.22
H -0.105 2.190 -0.634 0.24
H -0.552 1.351 -2.200 0.23
H 1.075 0.043 -0.970 0.47
H -0.277 -0.788 -1.373 0.46
H 0.712 0.524 1.234 0.24
H -0.521 -0.638 1.274 0.26
H 1.656 -1.537 2.582 0.40
H 2.480 -2.689 1.729 0.42


No. 7
22
Properties=species:S:1:pos:R:3:nbo_charge:R:1 method="wB97M-V/def2-TZVPD" e_above_lowest_kcal_mol=83.1 homo_lumo_gap_ev=8.65 fmax_ev_per_a=4.5 charge=0 homo_ev=-8.11 e_lumo_ev=0.55
C -0.398 -1.978 0.903 -0.61
C 1.469 -0.461 0.482 -0.62
C -0.530 0.412 1.769 -0.63
C -0.109 -0.513 0.636 -0.54
N -0.478 -1.122 -2.138 -1.33
Si 0.270 2.659 -1.698 0.42
Si -0.844 0.045 -0.964 1.29
H -1.424 -2.077 1.203 0.21
H -0.106 -2.580 0.028 0.23
H 0.238 -2.287 1.745 0.20
H 1.880 -0.629 1.458 0.22
H 1.758 0.447 -0.074 0.21
H 1.838 -1.127 -0.353 0.21
H -0.003 0.372 2.693 0.21
H -0.554 1.491 1.360 0.21
H -1.585 0.383 2.308 0.22
H 0.390 -1.009 -2.676 0.39
H -1.104 -1.696 -2.608 0.39
H 0.654 3.056 -3.007 -0.15
H -0.961 3.192 -1.201 -0.16
H 1.236 2.936 -0.788 -0.18
H -2.241 -0.101 -1.030 -0.22